(1)
A cluster of 2 separate species, C28H28F3N5O2 in total in a non-equilibrium geometry. Source: the OMol25 dataset; level of theory: the ωB97M-V functional and the def2-TZVPD basis.

Geometry as XYZ:
```
66
C28H28F3N5O2 | the OMol25 dataset | the ωB97M-V functional and the def2-TZVPD basis
N -3.641 -1.963 -8.398
C -3.873 -1.842 -7.265
N -4.103 -1.801 -5.947
C -3.753 -3.002 -5.176
C -3.462 -2.427 -3.833
C -3.096 -3.147 -2.699
C -2.838 -2.454 -1.520
C -2.976 -1.062 -1.480
C -3.397 -0.325 -2.606
N -3.628 1.061 -2.651
C -3.414 2.100 -1.727
C -3.403 1.922 -0.333
C -3.132 2.976 0.541
C -2.921 4.254 0.037
C -3.017 4.479 -1.335
C -3.279 3.418 -2.229
C -3.481 3.722 -3.704
F -2.671 2.951 -4.477
F -4.771 3.440 -4.027
F -3.240 5.024 -4.013
C -3.596 -1.043 -3.804
C -3.947 -0.546 -5.181
H -2.871 -3.514 -5.579
H -4.591 -3.706 -5.134
H -2.998 -4.228 -2.735
H -2.526 -2.995 -0.630
H -2.730 -0.604 -0.541
H -3.827 1.400 -3.589
H -3.667 0.979 0.117
H -3.117 2.804 1.614
H -2.717 5.079 0.712
H -2.896 5.499 -1.692
H -4.878 0.030 -5.170
H -3.142 0.078 -5.584
C 6.724 1.648 2.696
N 6.051 0.351 2.755
C 4.750 0.185 3.037
O 4.024 1.139 3.292
C 4.251 -1.274 3.141
C 2.797 -1.480 3.617
C 1.733 -0.986 2.654
C 1.381 -1.758 1.528
C 0.424 -1.278 0.614
C -0.183 -0.028 0.827
C 0.143 0.730 1.963
C 1.098 0.250 2.875
N 5.172 -2.143 3.895
C 5.656 -2.011 5.132
C 5.210 -0.888 6.048
O 6.481 -2.816 5.533
H 7.798 1.509 2.571
H 6.334 2.229 1.858
H 6.540 2.203 3.619
H 6.608 -0.477 2.612
H 4.273 -1.638 2.114
H 2.631 -2.547 3.772
H 2.653 -0.989 4.578
H 1.858 -2.711 1.355
H 0.176 -1.857 -0.265
H -0.880 0.369 0.104
H -0.314 1.697 2.120
H 1.373 0.853 3.730
H 5.513 -2.965 3.421
H 4.144 -0.971 6.239
H 5.742 -0.979 6.994
H 5.441 0.079 5.608
```

**Electronic energy**: -1807.675690 hartree
**SMILES**: N#CN1Cc2cccc(Nc3ccccc3C(F)(F)F)c2C1.CNC(=O)[C@H](Cc1ccccc1)NC(C)=O

Electronic structure analysis, Löwdin charges in units of e: 0.14 -0.30 -0.09 -0.08 -0.17 -0.04 -0.07 -0.02 -0.14 0.12 -0.15 -0.02 -0.07 -0.08 -0.01 -0.05 -0.53 0.13 0.13 0.13 -0.09 -0.07 0.14 0.13 0.11 0.11 0.06 0.10 0.10 0.11 0.10 0.12 0.13 0.13 -0.05 0.02 -0.46 0.07 -0.19 -0.10 -0.22 -0.04 -0.08 -0.09 -0.07 -0.03 0.09 -0.55 0.03 0.04 0.09 0.09 0.09 0.14 0.15 0.12 0.11 0.11 0.09 0.07 0.09 0.11 0.15 0.08 0.09 0.08



(2)
A structure of composition C28H28N2O2PS3ScSe2. Source: the OMol25 dataset; level of theory: the ωB97M-V functional and the def2-TZVPD basis.

Geometry as XYZ:
```
67
C28H28N2O2PS3ScSe2 | the OMol25 dataset | the ωB97M-V functional and the def2-TZVPD basis
Sc -0.068 -0.982 1.351
C -4.739 0.795 -1.914
C -3.671 1.333 -1.216
C -2.737 0.497 -0.625
C -2.863 -0.881 -0.733
C -3.937 -1.425 -1.435
C -4.869 -0.584 -2.019
N -1.861 -1.710 -0.111
N -1.933 -2.906 -0.430
C -0.951 -3.750 0.135
C -1.096 -5.106 -0.152
C -0.193 -6.001 0.392
C 0.821 -5.515 1.211
C 0.937 -4.153 1.466
C 0.062 -3.203 0.925
H -5.472 1.447 -2.375
H -3.552 2.407 -1.128
H -1.907 0.930 -0.094
H -4.036 -2.497 -1.514
H -5.705 -1.010 -2.560
H -1.911 -5.435 -0.784
H -0.279 -7.061 0.193
H 1.525 -6.207 1.660
H 1.727 -3.835 2.143
Se 0.698 0.035 -1.209
P 1.107 1.909 -0.200
Se 1.050 1.690 1.933
C 2.712 2.560 -0.765
C 3.470 3.361 0.084
C 4.684 3.878 -0.347
C 5.147 3.595 -1.625
C 4.393 2.796 -2.474
C 3.179 2.278 -2.047
C -0.112 3.134 -0.774
C -0.734 3.997 0.120
C -1.653 4.931 -0.343
C -1.945 5.010 -1.696
C -1.325 4.146 -2.592
C -0.416 3.207 -2.133
H 3.115 3.565 1.087
H 5.270 4.498 0.320
H 6.096 3.995 -1.959
H 4.752 2.570 -3.471
H 2.603 1.635 -2.702
H -0.512 3.921 1.177
H -2.141 5.594 0.359
H -2.663 5.737 -2.054
H -1.560 4.194 -3.648
H 0.040 2.513 -2.828
C 4.321 -0.357 0.899
S 3.397 -1.822 1.354
C 3.319 -2.557 -0.276
O 2.030 -1.283 1.683
H 5.335 -0.648 0.623
H 4.337 0.289 1.776
H 3.813 0.145 0.076
H 4.344 -2.804 -0.557
H 2.872 -1.849 -0.972
H 2.717 -3.461 -0.205
C -3.927 -2.552 4.367
O -3.564 -1.289 3.792
C -2.339 -1.142 3.324
S -1.179 -2.363 3.356
S -1.941 0.351 2.634
H -4.990 -2.478 4.571
H -3.371 -2.719 5.289
H -3.719 -3.359 3.667
```

**Electronic energy**: -8443.393356 hartree
**Relative energy (zero: lowest compared OMol25 entry of this formula, charge and spin)**: 2.36 kcal/mol

Electronic structure analysis, Löwdin charges in units of e: 0.36 -0.08 -0.06 -0.09 -0.25 -0.02 -0.08 -0.02 0.10 -0.30 -0.03 -0.09 -0.09 -0.18 -0.25 0.10 0.10 0.03 0.10 0.10 0.11 0.10 0.10 0.08 0.42 0.19 0.37 -0.41 -0.11 -0.08 -0.08 -0.08 -0.11 -0.40 -0.10 -0.08 -0.09 -0.08 -0.10 0.07 0.10 0.10 0.10 0.07 0.06 0.11 0.10 0.11 0.09 -0.23 0.91 -0.24 -0.71 0.06 0.06 0.04 0.07 0.01 0.04 -0.09 -0.19 -1.24 0.74 0.60 0.09 0.09 0.07



(3)
A cluster of 2 separate species, C28H28N3O in total in a non-equilibrium geometry. Source: the OMol25 dataset; level of theory: the ωB97M-V functional and the def2-TZVPD basis.

Geometry as XYZ:
```
60
C28H28N3O | the OMol25 dataset | the ωB97M-V functional and the def2-TZVPD basis
C -6.058 0.674 3.163
N -4.988 0.104 2.354
C -5.353 -1.155 1.716
C -3.649 0.414 2.615
C -2.865 -0.449 3.405
C -1.555 -0.113 3.674
C -0.935 1.042 3.157
C 0.469 1.294 3.373
C 1.475 0.363 3.139
C 2.908 0.665 3.042
C 3.625 1.850 3.041
C 5.013 1.803 2.833
C 5.672 0.573 2.641
C 4.953 -0.640 2.650
C 3.581 -0.554 2.841
N 2.609 -1.570 2.794
C 2.870 -2.977 2.594
C 1.369 -1.040 2.939
C -1.742 1.914 2.368
C -3.073 1.619 2.125
H -5.684 1.516 3.755
H -6.863 1.019 2.498
H -6.474 -0.088 3.845
H -4.488 -1.580 1.195
H -5.732 -1.886 2.444
H -6.147 -0.960 0.984
H -3.299 -1.366 3.805
H -0.979 -0.713 4.360
H 0.805 2.326 3.520
H 3.082 2.788 3.183
H 5.584 2.732 2.841
H 6.753 0.556 2.474
H 5.417 -1.613 2.528
H 3.952 -3.137 2.613
H 2.397 -3.557 3.399
H 2.459 -3.324 1.635
H 0.462 -1.633 2.831
H -1.292 2.812 1.939
H -3.689 2.257 1.489
C 3.712 2.548 11.058
O 3.701 2.782 9.627
C 2.906 2.080 8.786
C 2.053 1.030 9.184
C 1.293 0.312 8.240
C 1.369 0.662 6.837
C 2.209 1.748 6.471
C 2.964 2.426 7.395
N 0.734 -0.098 5.907
C 0.175 -1.240 6.293
C -0.052 -1.586 7.647
C 0.511 -0.799 8.629
H 4.416 3.285 11.445
H 2.718 2.719 11.488
H 4.071 1.535 11.281
H 1.981 0.705 10.226
H 2.272 2.005 5.412
H 3.636 3.228 7.106
H -0.151 -1.942 5.521
H -0.655 -2.465 7.848
H 0.414 -1.019 9.698
```

**Electronic energy**: -1323.004841 hartree
**Charge**: +1
**Relative energy (zero: lowest compared OMol25 entry of this formula, charge and spin)**: 7.38 kcal/mol

Electronic structure analysis, Löwdin charges in units of e: -0.06 -0.24 -0.07 -0.23 0.02 -0.04 -0.20 0.10 -0.14 -0.12 -0.02 -0.05 -0.05 0.01 -0.15 -0.04 0.02 0.08 0.00 0.02 0.09 0.09 0.09 0.09 0.08 0.09 0.13 0.05 0.14 0.12 0.11 0.11 0.11 0.09 0.11 0.11 0.15 0.12 0.13 -0.04 -0.09 -0.25 0.03 -0.15 -0.20 0.00 0.02 0.10 -0.15 -0.04 -0.01 0.09 0.10 0.10 0.12 0.08 0.12 0.10 0.11 0.13